Density functional theory data (ωB97M-V/def2-TZVPD) for one molecule with the formula C11H19N5O2S in a non-equilibrium geometry.

Structure (ORCA input):
```
! wB97M-V def2-TZVPD RIJCOSX def2/J DEFGRID3
* xyz 0 1
C 7.952 0.909 0.455
C 6.430 0.889 0.456
C 5.890 -0.326 -0.307
C 4.409 -0.309 -0.362
N 3.700 0.695 -0.723
N 2.393 0.502 -0.698
C 2.051 -0.674 -0.310
N 0.782 -1.152 -0.189
C -0.388 -0.499 -0.445
O -0.533 0.637 -0.822
C -1.561 -1.452 -0.166
O -1.359 -2.590 0.230
N -2.740 -0.894 -0.419
C -4.016 -1.514 -0.167
C -4.877 -0.570 0.679
N -4.966 0.735 0.045
C -5.191 1.801 0.999
C -5.955 0.766 -1.014
S 3.432 -1.710 0.086
H 8.319 1.771 1.006
H 8.349 0.009 0.921
H 8.333 0.965 -0.563
H 6.063 0.859 1.484
H 6.041 1.794 -0.012
H 6.227 -1.250 0.165
H 6.277 -0.304 -1.330
H 0.642 -2.113 0.125
H -2.759 0.083 -0.692
H -3.837 -2.454 0.359
H -4.508 -1.734 -1.120
H -4.392 -0.446 1.650
H -5.866 -1.027 0.846
H -5.177 2.753 0.472
H -4.387 1.804 1.733
H -6.152 1.708 1.527
H -6.978 0.603 -0.640
H -5.730 0.000 -1.753
H -5.916 1.737 -1.505
*
```

Results
Strongest force on any atom, eV/A: 1.85
Relative energy (zero: lowest compared OMol25 entry of this formula, charge and spin), eV: 0.961
SMILES: CCCc1nnc(NC(=O)C(=O)NCCN(C)C)s1